Entry from OMol25: an isolated ion of composition C3H9N2O and charge +1 (ωB97M-V with the def2-TZVPD basis set).

## Properties
SMILES   NC[C@@H](O)C=[NH2+]
Net charge   +1

Last column: natural (NBO) charge in e.
Positions of all 15 atoms, in Å:
N1 1.00122 -0.70979 -0.86484  -0.713
C1 1.38084 0.44290 -0.03914  -0.257
C2 0.07435 0.61145 0.61375  0.070
O1 -0.61703 1.53919 -0.03632  -0.751
C3 -0.59678 -0.80545 0.33289  0.231
N2 -1.87483 -0.64916 0.06026  -0.707
H1 1.68879 -1.47682 -0.96494  0.422
H2 0.37102 -0.61341 -1.58718  0.402
H3 2.22784 0.27076 0.48341  0.226
H4 1.59624 1.25445 -0.60081  0.216
H5 0.18479 0.76023 1.80407  0.190
H6 -0.36334 2.57536 0.01342  0.540
H7 -0.27476 -1.79554 0.79143  0.257
H8 -2.33724 -1.53062 0.22245  0.414
H9 -2.46112 0.12645 -0.22844  0.460



Entry from OMol25: C3H9N2O as an isolated structure (ωB97M-V with the def2-TZVPD basis set).

## Properties
Net charge   +1

Last column: natural (NBO) charge in e.
Positions of all 15 atoms, in Å:
C1 -0.49195 -1.93785 -0.90734  0.459
C2 0.58597 -0.78180 -1.17505  -0.624
C3 1.51126 0.06892 -0.23820  0.267
N1 -1.35660 1.21554 1.33686  -0.946
N2 1.01445 0.97688 0.47399  -0.648
O1 -0.61278 -2.45578 0.15850  -0.467
H1 -0.95923 -2.12024 -1.89700  0.153
H2 -0.17157 -0.14676 -1.62812  0.242
H3 1.36021 -1.26581 -1.88820  0.266
H4 2.60900 -0.11390 -0.42862  0.226
H5 -1.84207 0.56922 0.79243  0.407
H6 -1.69299 2.08895 1.19784  0.401
H7 -0.15927 1.29163 0.90708  0.433
H8 1.80428 1.50824 0.95126  0.403
H9 -1.59871 1.10277 2.34459  0.429



Entry from OMol25: an isolated ion of composition C3H9N2O and charge +1 (ωB97M-V with the def2-TZVPD basis set).

## Properties
SMILES   C[NH2+]CC(N)=O
Net charge   +1

Last column: natural (NBO) charge in e.
Positions of all 15 atoms, in Å:
C1 -1.61390 1.52131 0.15958  -0.425
N1 -0.34924 0.79999 0.50147  -0.496
C2 -0.12214 -0.38924 -0.33043  -0.329
C3 1.33157 -0.78939 -0.09536  0.648
N2 1.69369 -2.06967 -0.26379  -0.775
O1 2.08285 0.10251 0.25783  -0.610
H1 -1.62528 1.79076 -0.88574  0.239
H2 -1.77146 2.44771 0.70670  0.252
H3 -2.41346 0.83785 0.43744  0.230
H4 0.49707 1.36133 0.31601  0.469
H5 -0.31069 0.68526 1.50986  0.446
H6 -0.21008 -0.15117 -1.39078  0.258
H7 -0.86924 -1.15108 -0.12683  0.242
H8 2.65439 -2.29824 -0.09938  0.437
H9 1.02592 -2.69793 -0.69658  0.413



Entry from OMol25: an isolated ion of composition C3H9N2O and charge +1 (ωB97M-V with the def2-TZVPD basis set).

## Properties
SMILES   N[C@H]1[NH2+]CCO1
Net charge   +1

Last column: natural (NBO) charge in e.
Positions of all 15 atoms, in Å:
N1 0.71429 1.78720 0.35499  -0.826
C1 1.12091 0.50342 0.22805  0.436
N2 0.01650 -0.50566 0.94823  -0.579
C2 -0.93376 -0.97351 -0.09342  -0.280
C3 -0.07624 -0.83338 -1.36888  -0.086
O1 0.93929 0.09917 -1.11210  -0.500
H1 0.05212 1.98508 -0.34375  0.401
H2 0.93958 2.47866 0.97006  0.420
H3 2.12865 0.22872 0.65579  0.219
H4 -0.49125 0.07407 1.61085  0.438
H5 0.44099 -1.27923 1.48604  0.438
H6 -1.84295 -0.34961 -0.19050  0.234
H7 -1.36728 -1.93512 0.09140  0.255
H8 0.43862 -1.81818 -1.68883  0.211
H9 -0.82465 -0.49788 -2.09922  0.219



E_LUMO? In order: -3.45 -3.82 -3.30 -3.31 eV.
Calculated total energy? In order: -304.121206 -304.147429 -304.229098 -304.177910 Eh.
HOMO? In order: -14.10 -13.86 -14.90 -14.87 eV.